{"formula": "C7H4BF4N2O7Sn", "method": "ωB97M-V/def2-TZVPD", "e_lumo_ha": 0.0603, "total_charge": -1, "e_homo_ha": -0.2479, "species": ["Sn", "O", "C", "C", "C", "C", "C", "C", "C", "O", "N", "O", "O", "H", "H", "H", "H", "O", "N", "O", "O", "F", "B", "F", "F", "F"], "positions_angstrom": [[0.292, 2.281, -0.442], [2.011, 0.442, -0.741], [1.833, -0.762, -0.588], [0.588, -1.491, -0.537], [0.678, -2.878, -0.421], [-0.449, -3.655, -0.348], [-1.728, -3.060, -0.347], [-1.851, -1.710, -0.460], [-0.708, -0.858, -0.601], [-0.871, 0.387, -0.784], [-0.321, -5.097, -0.276], [0.801, -5.585, -0.264], [-1.345, -5.764, -0.198], [2.728, -1.400, -0.487], [1.648, -3.361, -0.383], [-2.591, -3.699, -0.242], [-2.817, -1.224, -0.444], [-1.271, 2.332, 1.349], [-0.419, 1.924, 2.203], [-0.673, 1.797, 3.385], [0.752, 1.655, 1.728], [0.637, 4.567, 0.178], [0.746, 6.003, -0.230], [1.402, 6.674, 0.799], [-0.559, 6.468, -0.424], [1.487, 6.015, -1.425]], "forces_ev_per_a": [[-0.1, -0.2, -0.1], [-0.2, 0.0, 0.2], [0.1, 0.1, -0.1], [-0.4, 0.2, 0.1], [0.2, -0.2, 0.1], [-0.1, 0.1, -0.1], [0.1, -0.2, 0.0], [0.1, 0.2, 0.0], [0.3, -0.3, 0.0], [0.0, 0.3, 0.2], [0.0, -0.3, 0.4], [-0.2, 0.2, -0.1], [0.2, 0.2, -0.1], [0.0, 0.0, 0.0], [0.0, 0.1, 0.0], [-0.1, 0.0, 0.0], [0.0, 0.0, 0.0], [0.5, -0.2, 0.4], [-0.3, 0.1, 0.6], [0.3, 0.1, -1.3], [-0.4, 0.1, -0.1], [0.0, 0.4, 0.2], [0.0, -0.1, -0.1], [-0.2, -0.2, -0.3], [0.4, -0.1, 0.1], [-0.3, 0.0, 0.4]], "lowdin_charge": [1.59, -0.11, -0.19, -0.11, 0.04, -0.16, 0.00, 0.01, -0.34, -0.22, -0.36, 0.05, 0.05, 0.13, 0.13, 0.12, 0.12, -0.11, -0.53, 0.09, -0.14, -0.15, -1.19, 0.11, 0.10, 0.09]}

{"formula": "C7H4Cl4NO4S", "method": "ωB97M-V/def2-TZVPD", "e_lumo_ha": 0.0859, "total_charge": -1, "e_homo_ha": -0.2002, "species": ["Cl", "C", "C", "Cl", "C", "O", "C", "Cl", "C", "Cl", "C", "O", "C", "S", "N", "O", "O", "H", "H", "H", "H"], "positions_angstrom": [[-0.075, -2.907, 0.866], [0.918, -1.586, 0.436], [1.863, -1.593, -0.538], [2.237, -3.077, -1.339], [2.583, -0.374, -0.989], [3.497, -0.492, -1.776], [2.211, 0.863, -0.275], [3.021, 2.256, -0.833], [1.253, 0.864, 0.679], [0.840, 2.350, 1.451], [0.716, -0.400, 1.380], [0.539, -0.424, 2.560], [-3.222, 0.611, -0.451], [-1.474, 0.401, -0.504], [-1.247, -0.037, 0.982], [-1.153, -0.815, -1.218], [-0.856, 1.676, -0.844], [-3.509, 0.651, -1.494], [-3.562, -0.302, 0.077], [-3.420, 1.566, 0.061], [-1.160, 0.769, 1.768]], "forces_ev_per_a": [[0.5, -0.3, -0.1], [0.5, 0.0, 0.4], [-1.4, -0.5, 1.0], [0.0, 0.2, -0.2], [0.7, -1.3, 0.9], [-0.3, 0.7, -0.2], [-0.9, -0.3, 0.1], [0.1, 0.5, -0.1], [1.2, 0.6, 0.5], [0.3, -0.2, 0.2], [-0.7, 0.9, -3.1], [1.2, -0.7, 2.3], [0.0, -0.1, -0.5], [0.0, 0.2, 1.7], [1.2, 2.0, 3.0], [-0.2, 0.5, -1.4], [-0.5, -0.5, -0.9], [-0.7, 0.0, -0.1], [-0.2, 0.8, -0.4], [-0.1, -0.6, -0.1], [-0.6, -2.1, -2.8]], "lowdin_charge": [0.75, -0.62, -0.60, 0.69, -0.46, 0.04, -0.64, 0.72, -0.58, 0.74, -0.62, -0.01, -0.18, 0.42, -0.21, -0.35, -0.39, 0.05, 0.07, 0.06, 0.10]}

{"formula": "C7H4N2O2", "method": "ωB97M-V/def2-TZVPD", "smiles": "Cc1oc2ncoc2c1C#N", "e_lumo_ha": 0.0153, "total_charge": 0, "e_homo_ha": -0.3259, "species": ["C", "C", "C", "C", "C", "C", "C", "N", "N", "O", "O", "H", "H", "H", "H"], "positions_angstrom": [[-0.672, -2.168, -0.352], [3.083, 0.416, 0.048], [-0.214, -0.820, -0.087], [1.137, -0.331, -0.008], [-0.982, 0.366, 0.053], [1.098, 1.037, 0.193], [-2.457, 0.493, 0.107], [-1.027, -3.253, -0.508], [2.368, 1.422, 0.275], [2.397, -0.738, -0.217], [-0.223, 1.442, 0.286], [4.098, 0.496, -0.087], [-2.827, -0.495, -0.335], [-2.909, 0.836, 1.110], [-2.868, 1.296, -0.477]], "forces_ev_per_a": [[0.0, 0.8, 0.4], [-0.7, -0.8, -0.6], [-0.3, 1.0, -0.4], [-1.9, 0.5, -0.7], [0.3, -2.1, 0.5], [-1.4, -4.2, 0.0], [-1.0, -0.7, 0.5], [0.1, 0.3, -0.1], [-0.1, 4.3, 0.7], [0.0, 0.0, 0.7], [1.5, 1.1, -0.1], [2.2, -0.6, -0.2], [-0.1, 1.4, 1.1], [1.0, -1.4, -1.0], [0.3, 0.3, -1.0]], "lowdin_charge": [-0.16, -0.16, -0.06, -0.17, -0.26, -0.22, 0.00, 0.15, 0.17, 0.14, 0.14, 0.12, 0.11, 0.12, 0.07]}

{"formula": "C7H5Br2O3", "method": "ωB97M-V/def2-TZVPD", "e_lumo_ha": 0.1101, "total_charge": -1, "e_homo_ha": -0.1825, "species": ["C", "C", "C", "C", "C", "C", "C", "O", "O", "O", "Br", "Br", "H", "H", "H", "H", "H"], "positions_angstrom": [[1.228, -0.921, 0.727], [0.619, -2.073, 0.289], [0.731, 0.414, 0.625], [-0.630, -1.897, -0.386], [-3.738, 0.424, 1.801], [-0.486, 0.644, 0.042], [-1.269, -0.682, -0.516], [-2.684, 0.692, 2.229], [-4.734, -0.181, 1.726], [-2.463, -0.525, -0.963], [-1.559, -3.455, -1.027], [-3.920, 1.937, -0.163], [2.329, -1.087, 1.070], [0.843, -3.146, 0.391], [1.187, 1.292, 1.079], [-0.780, 1.641, -0.209], [-2.742, 0.464, -0.906]], "forces_ev_per_a": [[3.5, -0.9, 1.0], [-2.1, 0.8, -1.0], [-1.3, -0.7, -0.3], [-0.1, 0.1, 0.4], [0.1, -1.1, 0.8], [-0.3, -4.6, -1.5], [3.3, 3.7, 2.2], [0.6, 0.5, 0.1], [-0.7, 0.0, -0.2], [-1.3, 0.6, -1.1], [0.2, 0.2, 0.1], [-0.2, 1.0, -0.7], [-2.1, 0.5, -0.1], [0.9, 0.9, 0.2], [0.6, -0.4, -0.2], [-0.9, 0.2, 0.2], [-0.2, -1.1, 0.1]], "lowdin_charge": [-0.15, -0.16, -0.13, -0.62, -0.76, 0.02, -0.36, 0.07, 0.07, -0.06, 0.68, 0.14, 0.11, 0.09, 0.10, 0.07, -0.09]}

{"formula": "C7H5Cl2OPS", "method": "ωB97M-V/def2-TZVPD", "e_lumo_ha": -0.0345, "total_charge": 0, "e_homo_ha": -0.3296, "species": ["C", "C", "C", "C", "C", "C", "C", "O", "P", "S", "Cl", "Cl", "H", "H", "H", "H", "H"], "positions_angstrom": [[0.407, -0.396, -1.433], [0.363, 0.753, -0.731], [0.565, -1.669, -0.775], [0.308, 0.717, 0.715], [0.563, -1.699, 0.603], [0.434, -0.531, 1.350], [0.501, -0.547, 2.753], [-1.050, 1.259, 4.429], [-2.051, 1.576, 3.178], [0.203, -0.169, 4.162], [-2.535, 3.405, 3.650], [-3.642, 0.461, 3.789], [0.115, -0.356, -2.526], [0.245, 1.660, -1.340], [0.583, -2.397, -1.578], [0.236, 1.458, 1.416], [0.739, -2.482, 1.336]], "forces_ev_per_a": [[-0.7, -2.0, -0.5], [-0.6, 1.9, 2.1], [-0.7, 1.8, -1.5], [0.8, -2.7, -2.7], [0.8, -0.8, 0.6], [-0.2, 1.6, -1.7], [0.1, -0.6, 0.3], [-0.2, 0.0, -0.8], [2.0, -2.0, 0.3], [-0.5, 0.6, 0.4], [-0.8, 2.1, 0.6], [-0.8, -0.3, 0.2], [1.0, -0.2, 1.3], [0.0, -0.1, 0.8], [0.2, -1.1, 1.1], [-0.3, 2.6, 0.8], [-0.1, -1.0, -1.2]], "lowdin_charge": [-0.10, -0.07, -0.04, 0.00, -0.04, -0.34, -0.48, -0.86, -0.06, 1.06, 0.25, 0.17, 0.13, 0.11, 0.10, 0.05, 0.12]}

{"formula": "C7H5Cl5N5O2RuTe4", "method": "ωB97M-V/def2-TZVPD", "e_lumo_ha": [-0.0641, -0.0655], "spin_multiplicity": 2, "total_charge": 0, "e_homo_ha": [-0.2300, -0.2300], "species": ["Ru", "N", "N", "C", "N", "N", "N", "O", "O", "H", "H", "H", "H", "H", "Te", "Te", "Te", "Te", "Cl", "C", "C", "C", "Cl", "C", "Cl", "C", "Cl", "C", "Cl"], "positions_angstrom": [[0.196, -0.287, -1.360], [0.136, -1.726, 0.942], [-1.191, -2.098, 1.261], [-2.199, -1.512, 0.528], [-3.475, -1.523, 0.969], [-1.810, -0.935, -0.584], [-2.630, -0.485, -1.532], [-2.012, 0.015, -2.531], [-3.848, -0.724, -1.534], [0.729, -2.562, 0.904], [0.532, -1.080, 1.631], [-1.401, -2.336, 2.226], [-3.761, -2.175, 1.679], [-4.151, -1.270, 0.246], [-0.313, -1.976, -3.319], [-0.257, -4.211, -1.794], [2.904, -3.162, -1.163], [2.224, -1.123, -2.785], [-1.200, 1.961, -0.287], [0.455, 2.204, 0.160], [1.352, 1.219, -0.261], [2.690, 1.497, 0.017], [3.913, 0.371, -0.469], [3.109, 2.662, 0.662], [4.781, 2.990, 0.883], [2.161, 3.565, 1.137], [2.651, 4.961, 2.007], [0.810, 3.334, 0.883], [-0.392, 4.406, 1.484]], "forces_ev_per_a": [[0.3, -0.2, 2.5], [0.4, -0.2, 0.1], [-0.8, 1.2, -0.2], [-0.2, -0.9, 1.4], [0.7, -0.1, -0.6], [1.5, 0.7, -1.2], [-1.0, -0.2, -2.5], [-2.4, 0.1, 2.3], [1.2, 0.7, 0.1], [-0.2, 0.2, -0.4], [-0.3, -0.1, -0.1], [0.0, 0.0, -0.3], [0.1, 0.0, 0.1], [0.1, -0.1, 0.2], [-0.4, -2.3, -0.1], [-0.8, 0.7, -0.8], [0.3, 0.9, -0.5], [1.3, -0.6, 0.5], [-0.3, 0.3, 0.0], [0.7, -0.2, 0.1], [-0.3, 0.2, -0.9], [0.1, -0.3, -0.1], [0.1, 0.3, 0.3], [-0.1, 0.0, 0.1], [0.0, 0.0, 0.1], [-0.1, 0.0, -0.1], [0.0, 0.1, 0.0], [0.0, -0.1, 0.1], [0.0, 0.1, 0.0]], "lowdin_charge": [0.58, 0.01, 0.01, -0.38, 0.22, -0.05, -0.44, -0.25, 0.05, 0.00, 0.11, 0.16, 0.12, 0.10, 0.24, -0.09, -0.05, 0.15, 0.74, -0.71, -0.31, -0.70, 0.56, -0.71, 0.69, -0.71, 0.69, -0.72, 0.69]}

{"formula": "C7H5ClN2O2S", "method": "ωB97M-V/def2-TZVPD", "smiles": "O=S1(=O)NC=Nc2ccc(Cl)cc21", "e_lumo_ha": 0.0096, "total_charge": 0, "e_homo_ha": -0.3298, "species": ["C", "C", "C", "C", "C", "C", "C", "N", "N", "O", "O", "S", "Cl", "H", "H", "H", "H", "H"], "positions_angstrom": [[-2.477, 0.988, -0.220], [-1.246, 1.614, -0.249], [-1.427, -1.174, 0.205], [2.319, 1.012, 0.109], [-2.556, -0.367, 0.019], [-0.077, 0.884, -0.166], [-0.236, -0.496, 0.050], [1.210, 1.500, -0.239], [2.643, -0.247, 0.318], [1.905, -1.925, -1.374], [1.798, -2.544, 1.011], [1.587, -1.580, -0.053], [-4.048, -1.159, -0.010], [-3.473, 1.586, -0.286], [-1.043, 2.726, -0.461], [-1.340, -2.273, 0.369], [2.967, 1.871, 0.119], [3.495, -0.415, 0.859]], "forces_ev_per_a": [[-1.9, 1.6, 0.4], [0.9, 2.3, -0.9], [1.3, -0.1, -0.3], [-1.2, 2.1, -1.1], [0.8, -1.0, 0.1], [2.0, -1.7, 0.2], [2.7, -1.1, -0.2], [-3.6, 1.0, -0.2], [0.7, -2.2, 1.2], [-0.2, -0.5, -1.9], [-0.6, 0.9, -0.8], [-1.3, 2.1, 3.1], [-1.3, -0.4, 0.1], [2.0, -1.1, -0.1], [-0.9, -1.7, 0.5], [-0.8, 1.1, -0.1], [1.8, -0.7, 0.5], [-0.5, -0.4, -0.3]], "lowdin_charge": [-0.11, -0.03, -0.09, -0.30, -0.72, -0.27, -0.07, 0.08, -0.05, -0.28, -0.32, 0.74, 0.72, 0.15, 0.15, 0.14, 0.13, 0.14]}

{"formula": "C7H5DyNO6", "method": "ωB97M-V/def2-TZVPD", "e_lumo_ha": [-0.5278, -0.5183], "spin_multiplicity": 6, "total_charge": 3, "e_homo_ha": [-0.8493, -0.8495], "species": ["O", "C", "Dy", "O", "C", "C", "O", "C", "O", "C", "O", "C", "C", "N", "O", "H", "H", "H", "H", "H"], "positions_angstrom": [[0.017, -0.002, -3.560], [-0.001, 0.000, -2.411], [-0.109, 0.014, 0.166], [2.201, -2.774, -0.083], [1.472, -1.886, -0.039], [-1.565, 1.992, -0.043], [-2.259, 2.911, -0.100], [-1.997, -1.560, -0.043], [-2.887, -2.284, -0.100], [1.878, 1.477, -0.038], [2.805, 2.169, -0.082], [0.353, -0.055, 4.671], [0.825, -0.108, 3.273], [2.123, -0.266, 2.985], [-0.011, -0.001, 2.304], [1.224, -0.166, 5.325], [-0.352, -0.873, 4.887], [-0.133, 0.907, 4.895], [2.453, -0.303, 2.018], [2.787, -0.352, 3.729]], "forces_ev_per_a": [[-0.1, 0.0, 4.8], [0.2, 0.0, -5.7], [-0.6, 0.0, 2.0], [-3.1, 3.8, 0.2], [3.9, -4.9, -0.4], [-4.1, 5.3, -0.4], [3.2, -4.2, 0.3], [-4.8, -3.9, -0.4], [3.7, 3.0, 0.2], [5.6, 4.2, -0.4], [-4.5, -3.4, 0.2], [0.6, -0.1, 0.5], [1.2, -0.1, 0.4], [-1.8, 0.2, -0.3], [0.3, 0.0, -1.7], [-0.3, 0.0, 0.1], [0.1, 0.2, -0.2], [0.0, -0.3, -0.2], [0.1, 0.0, 0.8], [0.6, -0.1, 0.3]], "lowdin_charge": [0.23, 0.02, 1.35, 0.25, 0.01, 0.03, 0.24, 0.03, 0.25, 0.02, 0.24, 0.07, -0.43, 0.26, -0.21, 0.12, 0.14, 0.14, 0.10, 0.16]}